This record from the OMol25 dataset describes a structure of composition C12H30AlN3O7. The level of theory is the ωB97M-V functional and the def2-TZVPD basis.

Structure (XYZ):
```
53
Properties=species:S:1:pos:R:3:forces:R:3
Al -14.326 -17.967 -2.905 0.870 -1.666 -0.059
N -12.348 -21.295 -1.215 0.307 -0.942 1.699
O -12.499 -21.468 -0.011 -0.511 0.265 1.309
O -11.634 -22.071 -1.824 0.178 0.353 -1.734
O -12.943 -20.303 -1.722 -0.533 1.415 -1.880
C -13.068 -17.920 1.064 -0.308 -0.315 -0.035
O -12.691 -17.652 -0.315 -1.230 0.046 1.285
C -11.342 -17.354 -0.423 0.332 -0.359 -0.751
C -10.856 -17.716 -1.816 0.322 -0.020 1.608
N -11.517 -17.076 -2.914 0.301 -0.303 -0.896
C -10.806 -17.475 -4.142 -1.597 -0.952 -1.116
C -11.540 -16.921 -5.372 -0.111 -1.120 0.701
O -12.843 -17.610 -5.499 0.568 0.747 0.048
C -13.256 -17.852 -6.868 1.158 0.190 0.024
H -12.711 -18.899 1.385 0.167 -0.118 -0.284
H -14.152 -17.924 1.178 0.004 0.049 -0.489
H -12.712 -17.184 1.785 0.347 0.349 -0.364
H -10.698 -17.966 0.208 -0.224 -0.113 0.467
H -11.146 -16.310 -0.182 -0.010 0.300 0.004
H -10.867 -18.799 -1.939 -0.058 0.074 -0.109
H -9.840 -17.326 -1.767 0.534 -0.330 -0.397
H -11.315 -16.088 -2.862 -0.759 0.603 0.376
H -10.822 -18.561 -4.235 -0.116 -0.122 0.245
H -9.747 -17.219 -4.118 -0.005 0.527 0.055
H -10.876 -17.136 -6.209 -0.396 0.159 -0.374
H -11.638 -15.848 -5.202 -0.458 0.164 -0.553
H -12.445 -18.398 -7.349 -0.113 -0.254 -0.132
H -13.367 -16.929 -7.438 -0.126 0.232 0.203
H -14.180 -18.425 -6.944 0.224 0.110 0.542
C -15.795 -20.291 -0.210 0.612 -0.248 0.917
O -16.264 -19.718 -1.414 -0.118 0.649 -0.914
C -17.287 -20.474 -2.076 -0.385 0.881 0.512
C -17.659 -19.887 -3.473 0.966 -0.494 1.918
N -16.401 -19.840 -4.201 0.064 0.544 -1.381
C -16.578 -19.483 -5.633 0.060 0.721 0.544
C -16.887 -17.989 -5.906 0.042 -2.464 -0.344
O -15.842 -17.228 -5.357 -0.053 0.751 -0.129
C -15.744 -15.949 -6.012 0.251 0.120 0.301
H -16.442 -20.156 0.657 -0.676 0.164 -0.255
H -14.858 -19.814 0.080 0.062 -0.107 -0.475
H -15.596 -21.359 -0.289 0.069 -0.039 -0.322
H -18.190 -20.410 -1.469 -0.139 -0.254 0.166
H -16.954 -21.512 -2.105 -0.057 -0.151 -0.387
H -18.157 -18.925 -3.354 0.169 0.030 -0.175
H -18.321 -20.621 -3.931 -0.383 0.145 -0.111
H -16.253 -20.832 -4.323 1.265 -0.332 0.614
H -17.349 -20.162 -5.996 -0.350 0.373 -0.531
H -15.660 -19.732 -6.165 0.068 -0.056 0.175
H -17.910 -17.763 -5.606 0.122 0.610 0.461
H -16.878 -17.975 -6.996 0.054 0.573 -0.227
H -15.662 -16.040 -7.095 -0.320 -0.315 -0.078
H -14.817 -15.458 -5.716 -0.090 -0.132 0.410
H -16.601 -15.331 -5.745 0.008 0.063 -0.082
```
Positions in Å, forces in eV/Å.

Results
E	-38314.6954	eV
F_max	0.0484	hartree/bohr
LUMO (alpha / beta)	-0.1394 / -0.2918	hartree
charge	+1
spin multiplicity	2
gap between HOMO and LUMO (alpha / beta)	6.547 / 2.359	eV
expectation value of S²	0.76